No. 1
Formula: C4H13NO2S
Source: the Open Molecules 2025 dataset
Level of theory: the ωB97M-V functional and the def2-TZVPD basis

As for the frontier orbital gap: 9.24 eV. The SMILES is CN[C@H](CO)CS.O. The calculation puts the energy above the lowest of the compared OMol25 structures with the same formula, charge and spin at 1.340 eV. As for the total energy: -20777.8795 eV.

The geometry in ORCA input format:
```
! RIJCOSX wB97M-V def2-TZVPD def2/J DEFGRID3
* xyz 0 1
C 1.336 -1.549 0.191
N 1.299 -0.088 0.099
C 0.096 0.395 -0.504
C -1.176 0.247 0.377
O -1.565 1.505 0.880
C -0.122 -0.085 -2.019
S -1.405 0.759 -2.923
H 1.471 -1.986 -0.811
H 2.039 -1.980 0.882
H 0.451 -1.874 0.742
H 2.149 0.383 -0.161
H 0.124 1.457 -0.882
H -2.018 -0.171 -0.178
H -1.040 -0.483 1.195
H -1.301 1.519 1.811
H -0.299 -1.163 -1.969
H 0.711 0.021 -2.733
H -2.471 0.599 -2.096
O 0.272 0.550 2.776
H 0.460 1.396 3.216
H 0.987 0.547 2.107
*
```

---

No. 2
Formula: C9H8N3O3
Source: the Open Molecules 2025 dataset
Level of theory: the ωB97M-V functional and the def2-TZVPD basis

As for the frontier orbital gap: 9.06 eV. The calculation puts the energy above the lowest of the compared OMol25 structures with the same formula, charge and spin at 3.182 eV. As for the total energy: -20060.8243 eV.

The geometry in ORCA input format:
```
! RIJCOSX wB97M-V def2-TZVPD def2/J DEFGRID3
* xyz 1 1
C 0.592 2.202 1.708
C 0.011 -3.059 0.554
C 0.978 -2.168 0.992
C -1.235 -2.430 0.100
C 0.773 -0.843 1.075
C -1.330 -1.115 0.096
C 0.278 1.465 -0.945
C 1.013 2.721 -0.971
C -0.480 1.125 0.397
N 1.211 2.788 2.457
N -0.394 -0.266 0.631
N -1.840 1.713 0.642
O -1.940 2.875 0.378
O 0.253 0.626 -1.800
O -2.663 0.951 1.080
H 0.309 -4.141 0.521
H 1.984 -2.506 1.390
H -1.933 -3.164 -0.168
H 1.365 -0.115 1.446
H -2.146 -0.658 -0.250
H 2.119 2.469 -0.461
H 1.173 3.181 -1.971
H 0.611 3.487 -0.273
*
```

---

No. 3
Formula: C3H2FHgO3
Source: the Open Molecules 2025 dataset
Level of theory: the ωB97M-V functional and the def2-TZVPD basis

As for the frontier orbital gap: 9.25 eV. As for the total energy: -16136.9601 eV.

The geometry in ORCA input format:
```
! RIJCOSX wB97M-V def2-TZVPD def2/J DEFGRID3
* xyz 3 1
C 0.792 -0.707 -0.672
C 1.138 -0.309 0.709
O -0.022 0.406 1.078
C -0.855 0.496 0.087
O -0.349 -0.235 -1.012
O -1.923 1.012 0.061
Hg -3.568 1.563 -0.614
F 1.557 -1.153 -1.539
H 2.052 0.303 0.776
H 1.177 -1.376 1.127
*
```

---

Question: Which of these has the lowest total energy?
Answer: C4H13NO2S